[1]
{"formula": "C3H9NO3", "method": "the ωB97M-V functional and the def2-TZVPD basis", "lumo_energy_ev": 0.38, "total_energy_ev": -10888.4843, "total_charge": 0, "multiplicity": 1, "smiles": "NC(=O)CCO.O", "elements": ["N", "C", "O", "C", "C", "O", "H", "H", "H", "H", "H", "H", "H", "O", "H", "H"], "coordinates": [[-0.803695, -0.563993, 0.700482], [0.406724, 0.238593, 0.733764], [1.022919, 0.172880, 1.744700], [0.597694, 1.126243, -0.378742], [1.863930, 1.936140, -0.360220], [2.805969, 1.567135, -1.264095], [-0.622235, -1.321292, 1.398625], [-1.519404, -0.748084, 0.011895], [0.646883, 0.308973, -1.318718], [-0.239076, 1.811849, -0.545885], [1.499615, 3.017930, -0.451254], [2.406456, 1.843351, 0.602211], [3.497468, 2.246498, -1.293287], [-4.211323, -4.105034, 0.068806], [-3.298319, -4.296000, -0.203961], [-4.053606, -3.235188, 0.555678]], "forces_ev_per_a": [[1.84, -0.81, 1.60], [-4.23, -1.50, 0.65], [1.80, -0.10, 1.10], [0.84, -1.50, -4.32], [-0.50, 2.33, 2.65], [1.31, -0.34, -2.59], [-0.86, 0.98, -0.95], [0.67, 0.36, -0.35], [-0.17, 2.46, 2.00], [-0.18, -0.63, 0.07], [0.87, -1.05, -0.13], [-1.10, 0.22, 0.24], [-0.29, -0.42, 0.01], [1.11, 1.95, 0.92], [-0.43, -0.27, -0.07], [-0.68, -1.68, -0.85]]}


[2]
{"formula": "C3H9NO3S", "method": "the ωB97M-V functional and the def2-TZVPD basis", "lumo_energy_ev": 0.33, "total_energy_ev": -21723.8479, "total_charge": 0, "multiplicity": 1, "smiles": "N[C@H](CS)C(=O)O.O", "elements": ["N", "C", "C", "S", "C", "O", "O", "H", "H", "H", "H", "H", "H", "H", "O", "H", "H"], "coordinates": [[-0.355192, 0.988377, -0.571099], [0.518474, -0.016427, 0.009822], [1.802437, -0.226766, -0.863340], [2.882239, 1.146217, -1.054220], [-0.068912, -1.462538, 0.153583], [0.309783, -2.482227, -0.314507], [-1.295566, -1.412979, 0.650225], [-0.882330, 0.793933, -1.332631], [-0.828318, 1.567425, 0.115371], [1.034649, 0.324320, 0.963637], [1.536220, -0.741298, -1.855977], [2.581805, -0.839327, -0.353564], [2.550300, 1.821885, 0.132091], [-1.926729, -2.203092, 0.580125], [-2.982719, 1.005789, 1.040900], [-2.417612, 0.232355, 1.017920], [-2.458527, 1.504352, 1.681663]], "forces_ev_per_a": [[2.53, 0.80, 4.08], [2.24, -0.30, -0.53], [0.04, -2.17, -0.17], [0.07, 2.72, 0.29], [-1.28, 0.62, -0.84], [1.71, -0.91, -0.48], [-3.14, 0.24, 1.50], [-1.80, -1.06, -2.55], [-0.01, -0.37, -0.55], [-1.50, -0.22, -0.69], [0.56, 1.04, 1.32], [-1.66, -0.78, -0.17], [0.29, -0.74, -1.21], [2.11, 1.10, -0.16], [0.43, 0.40, 0.58], [-0.02, -0.86, -0.53], [-0.57, 0.49, 0.09]]}


[3]
{"formula": "C3H9NOP", "method": "the ωB97M-V functional and the def2-TZVPD basis", "lumo_energy_ev": [-6.24, -6.15], "total_energy_ev": -16073.1307, "total_charge": 1, "multiplicity": 1, "elements": ["C", "C", "C", "N", "O", "P", "H", "H", "H", "H", "H", "H", "H", "H", "H"], "coordinates": [[-1.459291, 1.027613, 0.892890], [-0.840187, -1.213353, 0.336647], [0.061555, 0.658516, -0.836228], [-0.806893, 0.215721, 0.129907], [1.609196, 0.980181, 0.267722], [2.720362, -0.110762, 0.287568], [-1.382772, 2.094163, 0.745512], [-2.069543, 0.653634, 1.698945], [0.172329, -1.571785, 0.554626], [-1.191065, -1.713585, -0.567376], [-1.495794, -1.474896, 1.164891], [0.425602, -0.072955, -1.542188], [-0.036602, 1.677285, -1.178449], [2.964111, -0.079631, 1.664064], [3.793301, 0.642371, -0.212630]], "forces_ev_per_a": [[0.31, 0.01, -0.24], [0.02, -1.37, 0.25], [3.91, 1.25, 0.97], [-1.21, 0.39, 1.07], [-4.84, 1.53, -1.83], [1.39, -2.04, -0.44], [0.09, 0.08, -0.18], [-0.04, -0.22, 0.02], [-0.09, 0.18, -0.06], [0.02, 0.15, 0.02], [0.03, 0.15, -0.05], [-0.14, -0.12, 0.03], [-0.20, -0.01, 0.01], [0.37, 0.03, 0.25], [0.37, 0.00, 0.19]]}